# 1
Computed, not measured: a molecular structure, C40H43BN8PPbSe, with ωB97M-V/def2-TZVPD.

Positions of all 95 atoms, in Å:
Pb: -0.403 -0.543 -0.115
Se: 1.276 2.270 1.240
P: 3.041 -1.061 0.146
N: -2.351 -1.880 -2.487
N: -0.402 6.553 0.258
N: -1.051 -1.647 -2.207
N: -2.276 0.760 -0.836
N: -3.357 -1.996 -0.188
N: 0.048 -0.778 2.767
N: -2.224 -1.917 0.545
N: -3.335 0.192 -1.452
C: 3.953 -5.153 -1.800
C: 2.928 0.060 -1.302
C: 0.775 6.181 -0.231
C: 2.945 2.093 0.225
C: 6.798 0.050 1.581
C: -3.536 2.380 -1.721
C: 5.526 -1.030 3.300
C: 5.764 -0.099 0.656
C: 0.065 0.367 6.008
C: -0.334 -2.275 -3.139
C: 6.693 -0.407 2.883
C: 1.664 -1.551 5.656
C: 5.994 0.443 -0.732
C: 0.522 -0.505 3.778
C: -0.563 4.398 1.292
C: 2.789 1.448 -1.121
C: -1.174 -2.918 -4.045
C: 2.724 -4.923 -1.212
C: 0.665 4.017 0.761
C: 1.141 -0.225 5.088
C: -4.265 -2.723 0.474
C: 2.368 1.722 -3.491
C: 2.293 0.769 4.900
C: -2.436 -2.594 1.674
C: -4.105 1.149 -1.986
C: 4.579 -0.716 1.083
C: 4.481 -1.165 2.405
C: -2.383 2.078 -1.003
C: 1.054 -3.565 0.030
C: 2.521 2.256 -2.222
C: -3.720 -3.131 1.677
C: 1.355 4.938 -0.009
C: 4.925 -4.161 -1.778
C: -1.045 5.667 1.015
C: -2.447 -2.637 -3.588
C: 3.391 -2.694 -0.605
C: 2.783 -0.462 -2.589
C: 2.501 0.355 -3.674
C: 2.419 -3.705 -0.601
C: 4.639 -2.948 -1.183
B: -3.481 -1.343 -1.582
H: 1.048 -2.841 0.845
H: 1.977 -5.708 -1.211
H: 0.506 0.561 6.985
H: 7.037 0.309 -1.015
H: 7.715 0.528 1.259
H: 2.123 -1.358 6.626
H: -1.633 2.741 -0.602
H: -4.186 -3.728 2.439
H: -1.661 -2.651 2.420
H: 3.376 3.087 0.141
H: -3.904 3.349 -2.006
H: 7.522 -0.281 3.568
H: 2.751 0.957 5.873
H: 0.856 -2.269 5.793
H: 0.731 -4.524 0.434
H: 1.938 1.715 4.495
H: 2.917 -1.524 -2.748
H: -5.235 -2.902 0.042
H: 0.742 -2.234 -3.112
H: -0.899 -3.500 -4.906
H: 4.159 -6.109 -2.263
H: 3.057 0.369 4.232
H: 0.302 -3.279 -0.714
H: 5.786 1.516 -0.768
H: -0.769 -0.323 6.137
H: 2.158 2.371 -4.330
H: 5.432 -1.400 4.313
H: 2.326 4.731 -0.435
H: 5.371 -0.027 -1.488
H: 5.899 -4.336 -2.215
H: 2.429 3.326 -2.081
H: -1.139 3.728 1.919
H: -4.544 -1.610 -2.058
H: 2.398 -0.078 -4.661
H: 3.557 -1.636 2.724
H: -0.317 1.307 5.610
H: -1.999 5.984 1.421
H: 3.592 1.525 0.890
H: 2.416 -1.991 5.001
H: -5.005 0.888 -2.518
H: -3.412 -2.922 -3.970
H: 1.296 6.914 -0.836
H: 5.403 -2.182 -1.155

Properties
energy above the lowest of the compared OMol25 structures with the same formula, charge and spin: 0.000 eV
net charge: +1
HOMO-LUMO gap: 8.527 eV

---

# 2
Computed, not measured: a molecular structure, C23H22CaFN4O9Se3Te, with ωB97M-V/def2-TZVPD.

Positions of all 64 atoms, in Å:
Te: 1.625 1.123 -3.008
Se: 2.739 2.545 -0.444
Se: 0.179 1.667 -4.813
Se: 3.426 2.904 -2.649
Ca: -0.028 0.301 0.546
F: 0.524 -3.016 -5.737
O: -4.289 -2.606 -3.408
O: -0.099 -0.769 -1.658
O: -1.600 -4.746 -6.375
O: -2.526 4.964 5.663
O: -2.228 7.029 5.158
O: -0.186 2.073 -0.785
O: -1.054 1.533 2.203
O: -1.781 -0.982 -0.245
O: 1.115 1.835 1.887
N: -2.013 5.840 4.991
N: 0.766 2.498 -1.451
N: -2.890 -3.645 -4.857
N: -2.117 -1.877 -3.570
C: -0.870 -3.726 2.180
C: -0.033 2.266 2.193
C: 0.430 4.701 1.755
C: -3.184 -2.691 -3.902
C: 1.863 -2.363 -0.789
C: 3.979 -1.241 -1.582
C: -2.327 -0.822 -2.577
C: 2.991 -1.606 -0.510
C: -0.201 3.727 2.518
C: -0.279 -1.658 3.449
C: 1.186 -2.379 1.541
C: -1.173 5.444 3.861
C: 0.278 -2.847 2.667
C: -0.560 6.430 3.102
C: 3.181 -1.194 0.811
C: 0.240 6.046 2.040
C: 0.977 -2.743 0.213
C: -1.019 4.097 3.574
C: -0.906 -1.990 -4.213
C: 2.303 -1.576 1.813
C: -1.331 -0.889 -1.413
C: -1.699 -3.866 -5.548
C: -0.673 -2.926 -5.141
H: 1.069 4.399 0.934
H: -0.717 7.469 3.352
H: -1.538 3.351 4.158
H: 4.903 -1.813 -1.462
H: -2.212 0.154 -3.055
H: -1.516 -3.168 1.498
H: 4.228 -0.181 -1.532
H: 2.495 -1.250 2.827
H: 1.658 -2.656 -1.812
H: 0.496 -1.045 3.907
H: 3.581 -1.452 -2.575
H: -3.663 -4.247 -5.101
H: 0.112 -3.332 -0.060
H: 4.026 -0.561 1.054
H: -3.333 -0.939 -2.193
H: -0.512 -4.619 1.668
H: -1.474 -4.044 3.030
H: -0.955 -1.988 4.240
H: -0.845 -1.019 2.775
H: 0.887 -3.447 3.354
H: 0.723 6.797 1.429
H: -0.151 -1.276 -3.923

Properties
net charge: -1
HOMO-LUMO gap (alpha / beta): 6.157 / 6.142 eV

---

# 3
Computed, not measured: a molecular structure, C11H18Cl2N2Pb, with ωB97M-V/def2-TZVPD.

Positions of all 34 atoms, in Å:
Pb: 2.848 0.078 -0.667
Cl: 1.856 -2.195 -0.115
Cl: 2.428 1.210 1.574
N: -0.543 -0.427 4.569
N: -0.480 -0.786 2.394
C: -0.810 -0.435 -3.853
C: 0.294 0.895 -2.035
C: -0.837 1.438 -1.691
C: 0.342 -0.396 -2.832
C: 4.793 -0.278 -0.184
C: -2.168 -0.187 -3.205
C: -0.233 -1.760 4.415
C: -0.667 0.137 3.322
C: -2.188 1.003 -2.220
C: -0.960 1.567 3.144
C: -0.179 -1.968 3.043
H: -2.833 0.727 -1.375
H: -0.880 2.287 -0.995
H: -0.807 -1.389 -4.389
H: -2.479 -1.090 -2.668
H: -2.689 1.842 -2.728
H: -0.951 1.788 2.072
H: -2.909 -0.018 -3.994
H: -0.641 0.088 5.440
H: 1.237 1.450 -1.885
H: -1.941 1.812 3.570
H: 5.394 -1.104 -0.600
H: -0.633 0.345 -4.602
H: 0.070 -2.873 2.509
H: 0.248 -1.247 -2.133
H: 5.292 0.312 0.602
H: -0.188 2.169 3.639
H: -0.086 -2.448 5.232
H: 1.299 -0.544 -3.357

Properties
energy above the lowest of the compared OMol25 structures with the same formula, charge and spin: 1.124 eV
net charge: 0
HOMO-LUMO gap (alpha / beta): 5.077 / 6.544 eV

---

# 4
Computed, not measured: a single C5H11O4PS molecule, with ωB97M-V/def2-TZVPD.

Positions of all 22 atoms, in Å:
S: -2.513 -0.310 -0.155
P: 0.634 0.017 0.124
O: 0.403 0.263 1.533
O: -2.495 1.151 -0.065
O: 1.023 1.385 -0.622
O: 1.862 -0.872 -0.338
C: 0.150 2.495 -0.410
C: 3.180 -0.889 0.206
C: -0.812 -1.457 -1.882
C: -0.739 -0.755 -0.782
C: -2.373 -0.835 1.634
H: -2.365 -1.875 1.469
H: -3.263 -0.471 2.118
H: -1.776 -1.505 -2.237
H: -0.883 1.979 -0.260
H: 3.719 -0.222 -0.431
H: 0.056 -1.944 -2.371
H: 3.643 -1.798 -0.102
H: 0.287 3.242 -1.099
H: 3.340 -0.485 1.176
H: -1.564 -0.207 1.940
H: 0.486 3.092 0.552

Properties
<S²>: 2.023
net charge: 0
spin multiplicity: 3
HOMO-LUMO gap (alpha / beta): 5.880 / 6.344 eV

---

# 5
Computed, not measured: 12 unconnected molecules or ions with the total composition C46H92O15S, with ωB97M-V/def2-TZVPD.

Positions of all 154 atoms, in Å:
S: 1.113 4.680 1.793
O: 0.860 6.296 1.617
O: -5.116 2.224 0.766
O: -4.068 2.045 -3.304
O: -0.607 -0.720 -1.050
O: 3.370 -0.450 -0.804
O: -0.015 3.901 1.386
O: 2.218 4.572 0.587
O: 4.415 1.303 5.184
O: -1.869 3.978 5.512
O: 1.810 4.411 3.018
O: -0.855 5.691 -3.672
O: 3.197 3.357 -2.571
O: 0.547 -7.585 -0.265
O: -1.834 -3.666 -2.027
O: -4.074 -3.324 1.238
C: -1.628 -4.456 -4.262
C: -4.972 0.396 -4.721
C: -2.772 -2.794 0.946
C: -1.327 -5.604 -3.300
C: 0.286 0.683 0.621
C: -1.309 3.477 -3.212
C: -1.842 -3.847 1.605
C: 3.590 -1.367 -1.848
C: -1.224 4.461 -4.339
C: -2.626 -4.113 2.877
C: -0.027 5.376 -2.563
C: 3.104 1.628 4.722
C: -3.398 0.750 1.317
C: 1.479 -5.475 -0.005
C: -0.074 3.832 -2.420
C: -0.068 -0.685 1.197
C: -1.792 -3.196 -3.378
C: -4.081 0.810 -2.573
C: 1.718 6.836 0.606
C: -4.035 -0.227 -3.693
C: 4.077 -2.423 0.227
C: 3.599 -2.770 -1.209
C: 3.126 2.216 -3.413
C: -0.066 -1.561 -0.049
C: 4.543 3.584 -2.175
C: 4.465 -0.104 5.343
C: 4.544 1.831 -3.816
C: -0.219 0.640 -0.816
C: -4.697 1.877 -4.564
C: -0.131 2.564 6.010
C: 1.555 -7.520 -1.264
C: -5.696 1.293 1.656
C: 2.833 5.825 0.418
C: 0.944 -6.670 0.750
C: 4.130 -0.894 0.318
C: -1.491 3.385 4.281
C: 3.716 -0.670 4.163
C: 2.749 0.463 3.824
C: -3.701 2.161 0.821
C: 2.125 -6.084 -1.233
C: -0.436 2.283 4.511
C: 5.333 2.354 -2.581
C: -4.520 0.535 2.328
C: -1.425 3.107 6.546
C: -1.886 -5.072 -1.990
C: -4.057 -4.137 2.400
H: 1.759 -5.571 -2.126
H: -2.189 3.634 -2.591
H: 3.417 -2.837 0.994
H: -2.082 4.724 -4.959
H: 4.844 2.209 -4.791
H: -1.069 1.261 -1.099
H: 0.625 -4.815 -0.188
H: 3.638 -0.503 1.205
H: 2.376 1.695 5.538
H: 2.555 2.510 -4.300
H: 3.224 5.873 -0.601
H: 0.941 -1.976 -0.228
H: -0.238 -5.546 -3.211
H: 2.745 -1.210 -2.527
H: 4.469 -1.116 -2.457
H: -0.982 -2.495 -3.565
H: -0.069 3.570 -1.357
H: 1.134 -7.860 -2.206
H: -1.779 -4.724 0.960
H: 1.019 5.606 -2.811
H: 0.849 3.358 -2.744
H: -4.325 -1.205 -3.305
H: -0.291 5.960 -1.682
H: 0.616 0.831 -1.498
H: -1.308 2.485 -3.670
H: -2.932 -5.343 -1.786
H: -2.153 2.300 6.694
H: 1.112 6.914 -0.298
H: -1.299 -5.505 -1.174
H: -6.025 0.241 -4.468
H: 0.709 3.253 6.070
H: -3.196 0.851 -1.941
H: -4.997 0.728 -1.978
H: -2.375 0.694 1.689
H: -2.759 -2.754 -3.622
H: -4.244 1.044 3.255
H: -0.816 1.298 4.245
H: 2.395 -8.183 -1.008
H: 3.206 -5.975 -1.186
H: 2.196 -4.837 0.514
H: 3.963 -0.378 6.284
H: 5.512 -0.388 5.453
H: 2.608 -3.207 -1.280
H: 5.163 -0.545 0.209
H: 4.912 4.499 -2.651
H: 1.730 -7.203 1.315
H: -2.400 2.982 3.814
H: 1.694 0.195 3.895
H: 4.348 -1.032 3.349
H: 6.388 2.540 -2.781
H: 0.460 2.495 3.933
H: -4.712 -3.784 3.203
H: -2.499 -4.661 -4.891
H: -2.727 -2.766 -0.142
H: -6.372 1.738 2.384
H: -3.271 2.288 -0.172
H: 4.542 3.716 -1.088
H: 5.005 -2.981 0.367
H: 0.108 1.522 1.289
H: 2.929 0.751 2.784
H: -1.310 3.649 7.484
H: -1.158 4.154 3.585
H: -3.978 2.231 -5.314
H: -0.829 -3.487 1.792
H: -0.569 -2.527 0.053
H: 0.671 -0.988 1.943
H: 1.380 0.657 0.545
H: -0.486 4.157 -5.096
H: -4.808 0.015 -5.728
H: 0.186 -6.527 1.520
H: -0.840 -4.288 -5.001
H: 3.095 2.563 4.167
H: 2.607 1.337 -3.018
H: -2.434 -3.352 3.634
H: 4.343 -3.345 -1.759
H: 3.208 -1.599 4.445
H: -5.601 2.447 -4.804
H: -4.364 -5.138 2.082
H: -1.700 -6.542 -3.695
H: -1.039 -0.741 1.698
H: 2.071 7.816 0.920
H: -3.534 0.032 0.503
H: -2.383 -5.085 3.318
H: -6.162 0.536 1.010
H: -3.249 2.878 1.513
H: -3.025 -0.256 -4.104
H: 3.682 5.968 1.095
H: -2.626 -1.788 1.345
H: 0.107 1.626 6.521
H: 4.672 0.749 -3.815
H: 5.280 1.580 -1.814
H: -4.795 -0.513 2.440

Properties
energy above the lowest of the compared OMol25 structures with the same formula, charge and spin: 0.923 eV
net charge: 0
HOMO-LUMO gap: 9.579 eV
structure (SMILES): O=S1(=O)OCCO1.C1CCOC1.C1CCOC1.C1CCOC1.C1CCOC1.C1CCOC1.C1CCOC1.C1CCOC1.C1CCOC1.C1CCOC1.C1CCOC1.C1CCOC1

---

no.,F_max (Eh/bohr)
1,0.003
2,0.021
3,0.073
4,0.120
5,0.037